This record from the OMol25 dataset describes an isolated molecule of ClH5OSi2. The level of theory is ωB97M-V with the def2-TZVPD basis set.

For the orbital gap, the calculation gives 11.49 eV. As for the net charge: 0. The energy above the lowest of the compared OMol25 structures with the same formula, charge and spin is 10.1 kcal per mole. For the HOMO energy, the calculation gives -10.755 eV. The lowest unoccupied orbital energy is 0.738 eV. As for the total energy: -1117.4927 Eh. Its SMILES is [SiH3]O[SiH2]Cl.

Last column: Mulliken charge in e.
Positions of all 9 atoms, in Å:
Cl (-2.546, -0.531, -0.453)  -0.206
Si (1.563, -0.763, -0.257)  0.285
Si (-1.326, 0.820, 0.233)  0.337
O (0.149, 0.064, -0.048)  0.082
H (2.306, -0.586, 1.070)  -0.095
H (2.116, 0.128, -1.333)  -0.088
H (1.113, -2.105, -0.469)  -0.092
H (-1.644, 2.100, -0.449)  -0.108
H (-1.731, 0.873, 1.707)  -0.114